1.
The following is a quantum chemistry calculation of a cluster of 10 separate species, C32H63F4NO10 in total, from the OMol25 dataset.

CARTESIAN COORDINATES (ANGSTROEM)
H (-1.48, -1.20, -1.56)
H (-3.39, 1.36, 6.92)
H (1.97, 4.01, 4.83)
H (4.31, -2.34, 4.03)
C (4.90, -1.61, 4.58)
H (-4.00, -1.41, -1.21)
H (-5.40, -7.49, 0.46)
C (4.82, 3.19, -8.09)
O (-1.03, -0.56, 6.44)
H (-2.08, -2.79, -2.05)
H (-8.16, 2.64, -3.26)
H (4.68, 4.04, -2.47)
H (4.30, 2.45, -8.69)
H (2.82, 5.67, -3.47)
H (-2.27, 1.43, 5.55)
H (-0.37, 3.17, -0.82)
H (-1.13, 0.90, 9.15)
C (1.25, 2.18, 3.99)
H (-3.14, -8.74, 1.14)
H (4.26, -0.76, 4.84)
H (7.24, -1.81, -1.18)
H (-1.91, 2.34, 7.04)
C (3.56, 5.14, -9.20)
O (0.79, 2.74, 3.02)
H (4.51, 2.98, -3.88)
H (-8.74, 0.35, -1.07)
H (5.04, 2.77, -7.11)
H (0.87, 2.06, -0.22)
C (-2.43, 2.20, 0.89)
H (-4.96, -7.63, -1.26)
C (-0.04, 2.60, 0.05)
H (1.24, 4.94, -3.85)
O (-0.35, -2.88, -1.03)
O (3.62, 4.82, -6.85)
C (-6.26, -2.86, -0.45)
O (-2.82, -5.86, 0.09)
H (4.66, -0.78, -2.77)
H (-0.03, -1.75, 0.70)
N (-3.93, -2.28, -0.69)
H (7.44, -0.52, 5.23)
C (1.96, 2.96, 5.08)
O (-0.90, 0.43, 0.50)
C (0.17, -2.72, 0.27)
H (5.76, 3.45, -8.59)
C (-7.72, 0.49, -1.46)
H (-6.32, -2.56, -1.50)
C (-5.00, -2.28, 0.23)
H (-2.69, -8.87, -0.58)
C (-7.74, 0.56, -2.96)
C (-2.58, -2.31, -0.08)
H (-1.62, -8.01, 0.56)
O (-7.14, -0.24, -3.64)
H (-8.47, 1.61, -4.67)
H (2.66, 4.60, -4.88)
H (1.24, -2.90, 0.23)
F (-5.30, -1.02, 0.69)
H (-0.24, -3.50, 0.91)
H (-2.86, 2.76, 0.06)
C (-8.54, 1.67, -3.59)
H (-2.47, -3.25, 0.46)
C (-1.59, 0.03, 8.67)
O (6.22, -1.59, 2.60)
H (7.76, 0.12, 3.60)
C (6.98, -0.12, 4.31)
H (5.54, 0.35, -3.82)
H (-7.30, 1.40, -1.04)
H (4.45, 5.47, -9.74)
C (2.65, 3.59, -3.00)
H (-1.03, -0.86, 8.93)
H (-9.59, 1.60, -3.29)
H (-2.61, -0.07, 9.04)
F (-4.71, -3.03, 1.32)
C (3.96, 4.42, -7.93)
C (-1.60, 0.22, 7.17)
C (6.45, 0.04, -1.91)
C (-2.66, -8.22, 0.30)
F (-6.26, -4.22, -0.31)
H (5.74, -1.29, -0.38)
H (-2.29, 2.88, 1.73)
H (-2.45, -1.45, 0.57)
H (1.45, 2.82, 6.03)
H (6.16, -1.30, -3.56)
C (1.14, 0.69, 4.18)
H (0.62, 0.26, 3.33)
H (2.99, 4.47, -9.84)
C (4.10, 3.21, -2.89)
C (-2.34, 1.42, 6.63)
C (6.69, -0.95, -0.80)
H (5.27, -2.06, 5.50)
C (-1.59, -2.24, -1.25)
O (1.79, 2.95, -2.42)
H (6.43, 0.78, 4.56)
H (2.95, 6.00, -8.95)
H (0.18, 3.28, 0.87)
H (7.27, -0.47, -0.01)
C (-4.84, -7.02, -0.36)
H (-7.12, -0.36, -1.15)
H (4.21, 2.34, -2.25)
C (-3.38, -6.92, 0.02)
O (6.86, 1.18, -1.86)
H (-5.23, -6.03, -0.53)
H (-3.10, 1.40, 1.18)
C (-1.09, 1.62, 0.48)
H (2.14, 0.25, 4.24)
C (2.32, 4.78, -3.86)
H (2.99, 2.60, 5.18)
C (5.65, -0.46, -3.10)
F (-7.37, -2.38, 0.18)
C (6.05, -1.15, 3.72)
H (0.58, 0.47, 5.09)

2.
The following is a quantum chemistry calculation of a structure of composition C19H50B2NO29 at a distorted geometry, from the OMol25 dataset.

The charge is -1. As for the energy relative to the best compared isomer or geometry (same formula, charge and spin): 11.36 kcal per mole.

CARTESIAN COORDINATES (ANGSTROEM)
H (-0.56, -1.54, -2.67)
H (-3.06, 4.43, 1.58)
O (3.69, 0.89, -1.23)
C (0.92, -2.95, -0.86)
H (1.83, 0.03, 4.65)
H (3.98, 5.78, 4.11)
H (4.81, 4.94, 5.12)
H (0.87, -3.65, -2.78)
O (2.91, 3.68, 0.60)
O (-3.47, -2.83, 3.12)
O (5.73, 3.09, -0.02)
H (0.57, 2.04, 5.25)
H (3.66, -2.56, 1.32)
O (-1.13, 2.55, 0.85)
O (0.40, 2.93, 2.73)
B (0.08, 2.19, 1.59)
H (-5.70, -0.08, 0.20)
H (1.42, 5.39, 5.85)
O (1.02, 1.57, 5.72)
C (1.38, 3.60, 2.42)
H (0.21, -2.83, -0.04)
H (-3.08, 3.81, 2.94)
H (-1.41, -1.24, -0.37)
O (-5.41, 0.17, 1.05)
H (0.47, 1.52, 6.54)
O (5.27, -0.50, -0.61)
H (-4.25, 4.85, -0.75)
H (-3.34, 2.57, -1.57)
O (0.99, 3.63, -2.65)
O (-1.74, -0.66, 1.98)
H (-0.44, -6.00, -3.26)
C (4.47, -0.06, -1.42)
C (-2.06, -1.44, -1.19)
H (-2.75, -6.74, -4.84)
H (-1.03, -3.89, -4.44)
O (2.01, 4.29, 3.24)
H (-3.43, -1.93, 2.88)
O (-3.19, 2.07, -2.39)
O (-0.23, -3.10, 3.12)
H (-0.20, -3.10, 4.13)
O (2.42, 5.67, -1.27)
H (-1.89, -4.39, -0.25)
H (1.73, -2.53, 1.62)
C (-1.41, -1.99, -2.43)
H (1.13, -1.93, -1.23)
H (0.89, 4.70, 4.54)
H (2.49, 5.05, -0.56)
H (5.91, 3.66, 0.66)
O (-0.74, 4.85, -0.98)
H (-2.74, -0.60, -1.72)
C (-1.91, 1.60, 1.08)
H (3.17, -3.74, -0.78)
H (-2.98, -4.54, -1.61)
H (-1.20, -7.51, -4.68)
H (-4.38, 3.70, 0.07)
C (-2.16, -3.89, -1.19)
H (1.88, -4.38, -0.05)
C (-1.61, -4.30, -3.51)
H (2.69, -1.33, 0.45)
H (-0.53, 4.25, -1.69)
O (2.20, -0.58, 4.09)
H (1.77, 5.10, -1.76)
O (4.96, -1.57, -3.16)
H (-2.15, -1.71, -3.27)
O (1.37, 0.40, -1.78)
H (-4.69, 0.43, 0.69)
O (4.67, 5.80, 4.64)
C (0.64, 1.41, -2.04)
H (-2.26, 1.74, -2.23)
C (-1.69, -6.63, -4.73)
H (-2.65, -4.26, -3.91)
H (0.24, -4.69, -1.53)
H (-1.63, 4.63, -0.87)
C (2.59, -2.42, 0.85)
H (-1.39, -5.89, -5.66)
O (-2.69, 4.69, 2.43)
H (-2.13, -6.17, -2.82)
C (1.84, 3.24, 1.13)
O (-0.59, 1.33, -2.27)
C (-1.22, 0.44, 1.73)
C (2.16, -3.36, -0.27)
O (-3.06, 1.46, 0.64)
O (3.23, -0.21, -3.16)
B (2.69, 0.83, -2.23)
O (-3.65, 4.24, -0.32)
O (2.61, 2.18, -2.88)
O (-0.07, 0.73, 1.97)
H (1.67, -0.69, 3.37)
H (-3.26, -2.66, 0.20)
C (-1.49, -5.78, -3.46)
H (-0.72, -2.27, 2.79)
O (1.23, 2.29, 0.68)
C (0.26, -3.76, -1.91)
H (4.76, 3.15, 0.03)
H (-2.63, -3.17, 3.07)
C (1.35, 2.55, -2.61)
C (4.28, -0.63, -2.70)
H (-3.90, -2.68, -1.35)
C (-3.01, -2.57, -0.76)
N (-1.24, -3.50, -2.24)
O (0.61, 5.33, 5.23)

3.
The following is a quantum chemistry calculation of a cluster of 5 separate species, C39H48N6O13S2 in total at a distorted geometry, from the OMol25 dataset.

CARTESIAN COORDINATES (ANGSTROEM)
C (-5.16, 4.39, -6.02)
H (4.28, 2.04, 3.34)
H (0.37, 1.36, 1.69)
O (5.90, -0.20, 4.08)
C (2.63, -0.83, 13.71)
H (-0.20, -2.50, 1.78)
C (-7.85, 4.03, -6.58)
H (-7.24, 2.32, -7.71)
N (-5.06, -1.22, -7.58)
C (5.99, -1.56, 6.43)
N (5.29, 1.03, -1.87)
H (-1.32, 0.07, 2.50)
C (-2.37, 1.10, -5.48)
C (-5.31, -2.29, -9.78)
C (6.05, -2.19, 7.67)
C (3.27, 0.13, 2.79)
O (-9.59, 5.83, -5.52)
C (-6.92, 3.14, -7.09)
H (3.85, -0.80, 2.75)
N (4.75, -3.17, 10.91)
N (6.70, 0.23, 4.91)
H (-2.58, -0.94, 1.18)
O (5.25, -0.55, -0.34)
C (4.17, 1.36, 2.49)
O (-1.99, -1.67, -0.62)
H (-6.32, -2.59, -9.51)
H (-1.72, -1.26, -10.73)
H (-5.41, -3.17, -11.73)
O (-8.01, 6.97, -4.61)
H (-8.90, 3.89, -6.79)
S (5.84, 0.84, 1.96)
C (4.02, -0.82, 13.71)
C (-3.51, -2.25, -11.36)
H (-1.43, -1.58, -5.08)
H (-3.12, -2.50, -12.34)
C (-4.52, -1.59, -8.89)
C (0.75, 0.54, 2.31)
H (4.56, -0.22, 14.43)
H (0.18, -1.37, 0.51)
H (-3.20, -1.68, -5.35)
O (5.97, -3.16, 10.97)
C (5.09, -0.22, -1.66)
C (-0.49, -1.54, 1.35)
N (-8.42, 6.03, -5.26)
H (-1.76, 0.29, -3.53)
H (2.09, -2.95, 11.13)
O (4.11, -3.81, 10.11)
H (-3.51, 0.27, -3.85)
C (1.94, -1.59, 12.78)
H (8.26, 0.91, 6.97)
O (-1.87, 3.17, -4.19)
N (5.60, 1.62, -0.65)
C (-2.52, 0.10, -4.29)
C (-1.34, 2.18, -5.04)
H (-3.12, -1.59, -2.66)
H (-0.99, 2.71, -5.94)
H (6.94, -2.20, 9.62)
H (-0.44, 1.70, -4.62)
S (-1.26, -2.98, -1.29)
C (-1.93, -1.74, 0.82)
C (6.78, -0.45, 6.20)
C (-5.57, 3.33, -6.81)
H (8.36, -0.22, 9.16)
C (-1.69, 2.87, -2.81)
H (-3.22, -3.09, -3.56)
H (-2.08, 0.61, -6.41)
C (-2.72, -1.55, -10.46)
H (-0.78, 2.29, -2.63)
H (5.80, -1.57, 12.79)
C (7.64, 0.04, 7.17)
O (7.41, 1.19, 4.72)
H (0.86, -1.60, 12.78)
C (2.09, -0.02, 1.79)
H (5.43, -3.05, 7.86)
H (4.81, -1.00, -2.35)
H (-2.62, -0.67, -8.51)
C (-2.42, -1.39, -4.66)
O (-4.35, -0.57, -6.83)
O (-6.19, -1.58, -7.31)
H (-4.83, 2.65, -7.22)
C (-3.23, -1.21, -9.21)
H (2.83, 0.28, 3.78)
C (4.02, -2.34, 11.87)
H (-5.76, 6.10, -4.88)
C (-4.80, -2.62, -11.02)
H (-2.38, -2.68, 1.16)
H (2.09, -0.24, 14.43)
C (-0.38, -0.49, 2.49)
H (2.05, -1.07, 1.49)
C (5.56, 0.65, 0.21)
H (3.74, 1.89, 1.64)
C (6.90, -1.70, 8.65)
H (-1.69, 3.78, -2.20)
O (-2.17, -4.09, -1.13)
H (5.32, -1.93, 5.67)
O (-1.28, -2.56, -2.85)
C (-6.09, 5.28, -5.50)
H (-4.10, 4.51, -5.81)
H (2.34, 0.54, 0.88)
C (-7.42, 5.08, -5.79)
H (-2.52, 2.23, -2.48)
H (0.94, 0.98, 3.30)
C (4.72, -1.58, 12.79)
H (-3.32, 1.63, -5.60)
C (7.70, -0.59, 8.40)
H (-0.31, -1.00, 3.45)
C (2.63, -2.36, 11.85)
C (-2.59, -2.22, -3.37)

| no. | HOMO-LUMO gap (eV) |
| --- | --- |
| 1 | 9.3 |
| 2 | 8.6 |
| 3 | 7.5 |